The following is a DFT calculation (wB97M-V/def2-TZVPD) of C20H25BClIrN7O2 as an isolated structure in a non-equilibrium geometry.

Last column: natural (NBO) charge in e.
Cartesian coordinates (Å):
Ir (0.18, 0.25, -0.85)  1.26
C (-1.04, -3.68, 1.10)  -0.32
C (-0.34, -2.49, 1.23)  -0.03
N (-0.26, -1.88, 0.05)  -0.24
N (-0.88, -2.65, -0.85)  -0.32
C (-1.36, -3.75, -0.24)  0.02
B (-0.89, -2.34, -2.35)  0.53
N (-1.83, -1.16, -2.65)  -0.35
C (-2.99, -1.16, -3.30)  0.00
C (-3.39, 0.16, -3.46)  -0.31
C (-2.37, 0.91, -2.84)  0.02
N (-1.46, 0.10, -2.36)  -0.39
N (0.53, -1.90, -2.77)  -0.31
C (1.25, -2.47, -3.73)  0.03
C (2.42, -1.75, -3.89)  -0.32
C (2.33, -0.72, -2.97)  0.00
N (1.18, -0.82, -2.29)  -0.30
H (-1.28, -4.39, 1.86)  0.25
H (0.12, -2.09, 2.11)  0.23
H (-1.90, -4.50, -0.79)  0.24
H (-1.23, -3.29, -2.96)  -0.01
H (-3.46, -2.07, -3.62)  0.23
H (-4.26, 0.52, -3.98)  0.25
H (-2.27, 1.98, -2.76)  0.23
H (0.91, -3.35, -4.23)  0.24
H (3.23, -1.94, -4.57)  0.25
H (3.04, 0.06, -2.79)  0.22
C (0.49, 3.17, 1.98)  -0.42
N (-0.07, 2.13, 2.85)  -0.42
C (0.05, 2.55, 4.25)  -0.41
C (0.50, 0.76, 2.63)  -0.26
C (1.77, 0.78, 1.81)  -0.02
C (2.96, 0.95, 2.51)  -0.22
C (4.15, 1.18, 1.85)  -0.21
C (4.13, 1.35, 0.47)  -0.19
C (2.95, 1.16, -0.22)  -0.25
C (1.75, 0.79, 0.40)  -0.25
H (-0.01, 4.11, 2.20)  0.22
H (0.30, 2.91, 0.94)  0.24
H (1.56, 3.28, 2.13)  0.22
H (-1.17, 2.01, 2.54)  0.48
H (1.10, 2.65, 4.53)  0.22
H (-0.44, 1.83, 4.91)  0.22
H (-0.44, 3.52, 4.38)  0.23
H (-0.25, 0.15, 2.13)  0.21
H (0.69, 0.31, 3.61)  0.22
H (2.95, 0.88, 3.59)  0.21
H (5.07, 1.29, 2.40)  0.23
H (5.03, 1.61, -0.05)  0.23
H (2.96, 1.33, -1.29)  0.20
Cl (-4.45, 1.01, -1.21)  -0.24
C (-3.10, -0.04, 0.50)  -0.19
C (-2.20, 0.96, 0.92)  0.71
O (-2.39, 1.56, 2.02)  -0.61
O (-1.15, 1.30, 0.21)  -0.73
H (-2.82, -0.79, -0.22)  0.24
H (-3.92, -0.27, 1.15)  0.25

Summary:
- Charge: +1
- Energy above the lowest of the compared OMol25 structures with the same formula, charge and spin: 121.7 kcal per mole
- Gap between HOMO and LUMO (spin up / spin down): 5.99 / 5.93 eV
- Strongest force on any atom: 4.59 eV Å⁻¹


The following is a DFT calculation (wB97M-V/def2-TZVPD) of one molecule with the formula C20H25BrN2O5.

Last column: natural (NBO) charge in e.
Cartesian coordinates (Å):
O (-3.12, 2.49, 0.39)  -0.61
C (-2.04, 2.25, -0.11)  0.68
C (-1.12, 3.37, -0.60)  -0.17
O (0.25, 2.99, -0.68)  -0.52
C (0.86, 2.72, 0.49)  0.81
O (0.26, 2.73, 1.54)  -0.58
C (2.32, 2.42, 0.31)  -0.50
C (2.62, 0.92, 0.11)  0.01
C (2.20, 0.45, -1.29)  -0.40
C (2.55, -1.03, -1.47)  -0.22
C (1.85, -1.87, -0.41)  -0.41
C (2.31, -1.41, 0.97)  -0.22
C (3.82, -1.59, 1.10)  -0.46
C (4.48, -0.74, 0.03)  0.08
Br (6.47, -0.94, 0.20)  -0.04
C (4.07, -1.20, -1.35)  -0.46
C (4.15, 0.73, 0.23)  -0.47
C (1.94, 0.06, 1.17)  -0.42
N (-1.55, 1.00, -0.33)  -0.66
C (-2.09, -0.25, 0.04)  0.80
O (-1.48, -1.25, -0.28)  -0.65
N (-3.22, -0.19, 0.75)  -0.61
C (-3.95, -1.38, 1.12)  -0.26
C (-5.27, -1.44, 0.42)  0.27
C (-5.92, -0.55, -0.39)  -0.32
C (-7.14, -1.16, -0.74)  -0.31
C (-7.15, -2.37, -0.13)  0.08
O (-6.02, -2.55, 0.58)  -0.40
H (-1.41, 3.66, -1.61)  0.23
H (-1.24, 4.22, 0.08)  0.23
H (2.69, 2.98, -0.55)  0.23
H (2.83, 2.76, 1.22)  0.24
H (1.12, 0.58, -1.42)  0.19
H (2.70, 1.05, -2.05)  0.21
H (2.24, -1.35, -2.47)  0.22
H (0.77, -1.77, -0.50)  0.25
H (2.10, -2.92, -0.55)  0.21
H (1.81, -2.02, 1.74)  0.22
H (4.09, -2.64, 0.98)  0.22
H (4.15, -1.27, 2.10)  0.22
H (4.34, -2.25, -1.50)  0.22
H (4.58, -0.62, -2.12)  0.22
H (4.48, 1.05, 1.22)  0.22
H (4.66, 1.34, -0.52)  0.22
H (0.85, 0.16, 1.11)  0.22
H (2.24, 0.39, 2.17)  0.21
H (-0.66, 0.93, -0.81)  0.42
H (-3.63, 0.72, 0.92)  0.44
H (-3.34, -2.25, 0.84)  0.25
H (-4.10, -1.40, 2.20)  0.21
H (-5.57, 0.42, -0.69)  0.23
H (-7.91, -0.75, -1.37)  0.23
H (-7.87, -3.17, -0.11)  0.20

Summary:
- Energy above the lowest of the compared OMol25 structures with the same formula, charge and spin: 0.9 kcal per mole
- Gap between HOMO and LUMO: 9.22 eV
- Strongest force on any atom: 0.93 eV Å⁻¹
- SMILES: O=C(COC(=O)C[C@@]12C[C@@H]3C[C@@H](C[C@@](Br)(C3)C1)C2)NC(=O)NCc1ccco1


The following is a DFT calculation (wB97M-V/def2-TZVPD) of a 8-piece molecular cluster, C20H25Cl10N3 overall in a non-equilibrium geometry.

Last column: natural (NBO) charge in e.
Cartesian coordinates (Å):
C (0.90, 2.11, 5.53)  -0.18
C (0.61, 0.83, 5.20)  -0.26
C (0.05, 0.51, 3.95)  0.03
N (-0.08, 1.46, 3.00)  -0.42
C (0.32, 2.73, 3.28)  0.02
C (0.80, 3.11, 4.52)  -0.25
H (1.34, 2.43, 6.46)  0.22
H (0.79, 0.04, 5.92)  0.22
H (-0.21, -0.49, 3.64)  0.20
H (0.22, 3.39, 2.43)  0.20
H (1.06, 4.15, 4.64)  0.22
C (1.40, -5.58, 6.64)  -0.17
C (2.34, -4.90, 5.79)  -0.25
C (2.07, -4.79, 4.43)  0.02
N (0.98, -5.45, 3.91)  -0.42
C (0.12, -6.11, 4.72)  0.04
C (0.28, -6.18, 6.10)  -0.26
H (1.50, -5.51, 7.71)  0.21
H (3.14, -4.41, 6.32)  0.22
H (2.81, -4.32, 3.79)  0.20
H (-0.75, -6.54, 4.25)  0.20
H (-0.44, -6.61, 6.78)  0.22
C (-5.09, 5.77, -2.49)  -0.17
C (-5.11, 6.90, -1.73)  -0.27
C (-3.93, 7.19, -0.95)  0.05
N (-2.86, 6.38, -0.91)  -0.42
C (-2.94, 5.25, -1.62)  0.03
C (-4.03, 4.85, -2.43)  -0.26
H (-5.92, 5.67, -3.17)  0.21
H (-5.99, 7.50, -1.58)  0.22
H (-3.87, 8.09, -0.35)  0.19
H (-2.12, 4.55, -1.72)  0.19
H (-4.15, 3.90, -2.93)  0.23
Cl (3.10, 0.76, -2.06)  -0.04
C (1.60, -0.24, -1.97)  -0.39
Cl (1.75, -1.83, -1.18)  -0.02
H (0.80, 0.27, -1.44)  0.23
H (1.29, -0.33, -3.01)  0.22
Cl (0.43, 2.16, -10.30)  0.01
C (0.88, 2.23, -8.65)  -0.40
Cl (-0.25, 1.26, -7.56)  -0.07
H (1.94, 1.99, -8.55)  0.23
H (0.65, 3.28, -8.48)  0.23
Cl (9.35, 3.01, -3.19)  -0.01
C (9.12, 1.56, -4.15)  -0.39
Cl (9.54, 1.85, -5.88)  -0.04
H (9.76, 0.83, -3.66)  0.22
H (8.11, 1.14, -4.07)  0.22
Cl (-1.55, -8.17, -2.41)  -0.06
C (-1.10, -7.01, -1.11)  -0.36
Cl (-2.69, -6.75, -0.29)  -0.05
H (-0.38, -7.53, -0.49)  0.23
H (-0.77, -6.13, -1.67)  0.23
Cl (-6.51, -1.92, -2.42)  -0.02
C (-4.93, -1.67, -1.66)  -0.40
Cl (-3.63, -1.68, -2.86)  -0.02
H (-4.96, -0.68, -1.20)  0.22
H (-4.80, -2.35, -0.83)  0.23

Summary:
- Energy above the lowest of the compared OMol25 structures with the same formula, charge and spin: 30.8 kcal per mole
- Gap between HOMO and LUMO: 9.80 eV
- Strongest force on any atom: 3.02 eV Å⁻¹
- SMILES: c1ccncc1.c1ccncc1.c1ccncc1.ClCCl.ClCCl.ClCCl.ClCCl.ClCCl


The following is a DFT calculation (wB97M-V/def2-TZVPD) of C20H25ClFN2O4SSi2 as an isolated structure in a non-equilibrium geometry.

Last column: natural (NBO) charge in e.
Cartesian coordinates (Å):
N (-2.45, 3.13, 2.82)  -0.80
C (-2.62, 1.84, 2.34)  0.21
C (-3.49, 1.59, 1.28)  -0.21
C (-3.66, 0.32, 0.78)  -0.31
S (-4.79, -0.02, -0.52)  2.43
O (-6.13, 0.32, -0.15)  -0.92
O (-4.53, -1.31, -1.05)  -0.90
F (-4.37, 1.02, -1.59)  -0.47
C (-2.94, -0.77, 1.26)  -0.17
C (-2.03, -0.53, 2.27)  -0.10
C (-1.87, 0.75, 2.82)  -0.09
C (-0.82, 0.90, 3.87)  0.55
O (-0.94, 1.62, 4.83)  -0.54
C (0.40, 0.10, 3.60)  -0.11
C (1.66, 0.63, 3.86)  -0.19
C (2.76, -0.14, 3.52)  -0.02
Cl (4.35, 0.49, 3.79)  0.01
C (2.62, -1.40, 2.95)  -0.20
C (1.36, -1.93, 2.71)  -0.12
C (0.24, -1.16, 3.03)  -0.12
C (-1.14, -1.62, 2.75)  0.56
O (-1.50, -2.75, 2.89)  -0.50
H (-3.31, 3.61, 3.03)  0.38
H (-1.80, 3.18, 3.58)  0.40
H (-4.03, 2.43, 0.86)  0.23
H (-3.05, -1.75, 0.84)  0.27
H (1.76, 1.61, 4.31)  0.24
H (3.52, -1.93, 2.69)  0.23
H (1.26, -2.89, 2.25)  0.24
C (-0.04, 1.41, 0.04)  -1.12
Si (0.52, 0.84, -1.67)  1.84
C (1.38, 2.32, -2.49)  -1.13
C (-1.10, 0.55, -2.59)  -1.14
N (1.51, -0.51, -1.50)  -1.75
Si (2.22, -1.39, -2.72)  1.83
C (3.45, -0.42, -3.79)  -1.13
C (0.99, -2.21, -3.92)  -1.13
C (3.22, -2.81, -1.96)  -1.12
H (-0.71, 2.28, -0.05)  0.20
H (-0.59, 0.60, 0.52)  0.20
H (0.80, 1.69, 0.67)  0.22
H (0.79, 3.24, -2.37)  0.21
H (1.51, 2.16, -3.57)  0.22
H (2.36, 2.49, -2.05)  0.22
H (-1.59, -0.35, -2.19)  0.22
H (-0.98, 0.44, -3.66)  0.22
H (-1.78, 1.40, -2.42)  0.20
H (2.94, 0.28, -4.46)  0.22
H (4.05, -1.09, -4.42)  0.21
H (4.13, 0.15, -3.15)  0.22
H (0.20, -2.71, -3.36)  0.22
H (1.49, -2.95, -4.56)  0.21
H (0.53, -1.47, -4.58)  0.22
H (2.56, -3.46, -1.37)  0.22
H (3.99, -2.42, -1.30)  0.22
H (3.70, -3.43, -2.73)  0.20

Summary:
- Charge: -1
- Gap between HOMO and LUMO: 4.81 eV
- Strongest force on any atom: 1.25 eV Å⁻¹